Density functional theory data (ωB97M-V with the def2-TZVPD basis set) for a cluster of 5 separate species, C3H15NO3 in total.

For the highest occupied orbital energy, the calculation gives -9.25 eV. As for the molar mass: 113.2 g mol⁻¹.

Atoms and positions in Å:
C -0.3125 -1.6616 -0.8682
C -0.4960 -0.5954 0.1892
N -1.6615 0.2182 0.0037
C -1.4117 1.5674 0.5065
H -1.1920 -2.2946 -0.9581
H -0.0631 -1.1161 -1.7851
H 0.5542 -2.2535 -0.5700
H -0.5193 -0.8766 1.2481
H 0.4124 0.0786 0.1181
H -1.7570 0.4310 -1.0260
H -1.1339 1.5596 1.5657
H -2.1541 2.3448 0.3930
H -0.4259 1.9526 0.1582
H 1.5472 0.9860 -1.6448
H 1.8114 0.9770 2.4988
O 1.2102 0.3728 2.0357
H -1.2553 1.2649 -2.9976
H 1.8634 -0.5827 1.3146
O -0.7079 0.8907 -2.2825
H 3.0400 -1.7896 0.9662
H 1.7522 1.6299 -1.3455
O 2.3601 -1.2172 0.6146

Forces on atoms 1 to 6 (eV/Å):
0.2 0.0 0.9
-1.6 -0.5 -1.0
3.4 2.4 -0.7
0.8 0.3 2.0
-0.1 0.0 -0.3
-0.3 -0.4 -0.1

natural (NBO) atomic charge list, values in e, 5 entries:
1. C -0.655
2. C -0.289
3. N -0.249
4. C -0.478
5. H 0.213